[1]
ORCA calculation (ωB97M-V/def2-TZVPD) on a molecular structure, CH9N5 in a non-equilibrium geometry.

The geometry in ORCA input format:
```
! RIJCOSX wB97M-V def2-TZVPD def2/J DEFGRID3
* xyz 0 1
C 0.23 0.76 0.73
N -0.42 -0.18 1.50
N 1.55 0.21 0.26
N 0.00 2.02 0.83
H -0.77 -0.95 0.91
H -1.20 0.26 1.97
H 2.26 0.92 0.16
H 1.87 -0.51 0.90
H 0.72 2.59 0.39
N -0.26 -0.35 -1.31
N -1.18 -1.41 -1.01
H -0.93 -2.26 -1.51
H -2.13 -1.19 -1.28
H -0.75 0.45 -1.74
H 0.99 -0.35 -0.80
*
```

Values from the calculation:
LUMO = 0.9 eV
ΔE to the lowest compared entry with this formula, charge and spin = 1.4370 eV
frontier orbital gap = 7.77 eV
largest force on an atom = 2.77 eV/A
molar mass = 91.12 g/mol
DFT total energy = -317.16545 hartree

---

[2]
ORCA calculation (ωB97M-V/def2-TZVPD) on a single C3H5N3S molecule in a non-equilibrium geometry.

The geometry in ORCA input format:
```
! RIJCOSX wB97M-V def2-TZVPD def2/J DEFGRID3
* xyz 0 1
C 1.06 0.44 -1.50
C 0.37 1.56 -1.32
C -0.33 0.21 0.21
H 0.82 -2.29 -1.02
H 2.02 -1.74 0.05
H 1.75 0.14 -2.26
H 0.37 2.53 -1.82
H -1.75 0.65 1.86
N 1.01 -1.73 -0.19
N 0.63 -0.42 -0.49
N -0.52 1.49 -0.28
S -1.11 -0.50 1.60
*
```

Values from the calculation:
LUMO = 0.7 eV
structure (SMILES) = Nn1ccnc1S
ΔE to the lowest compared entry with this formula, charge and spin = 1.4787 eV
frontier orbital gap = 8.88 eV
largest force on an atom = 3.18 eV/A
molar mass = 115.16 g/mol
DFT total energy = -679.73087 hartree

---

[3]
ORCA calculation (ωB97M-V/def2-TZVPD) on 7 unconnected molecules or ions with the total composition C44H40N7O15 in a non-equilibrium geometry.

The geometry in ORCA input format:
```
! RIJCOSX wB97M-V def2-TZVPD def2/J DEFGRID3
* xyz 1 1
C -1.08 3.67 0.96
O -0.45 4.26 -0.18
C 0.89 3.82 -0.26
C 1.36 3.63 -1.70
C 1.00 2.50 -2.39
N 1.43 2.32 -3.65
C 2.20 3.20 -4.28
C 2.60 4.36 -3.67
C 2.17 4.57 -2.36
C 2.57 5.87 -1.63
O 3.43 5.91 -0.80
O 1.86 6.96 -2.00
H -0.52 3.86 1.89
H -2.09 4.06 1.08
H -1.16 2.57 0.83
H 1.56 4.52 0.26
H 0.95 2.83 0.23
H 0.37 1.73 -1.96
H 1.11 1.47 -4.11
H 2.52 3.04 -5.31
H 3.22 5.06 -4.21
H 1.06 6.67 -2.46
C 6.69 2.29 -0.72
C 6.55 1.00 -0.22
C 5.52 0.69 0.65
C 4.63 1.69 1.01
C 4.76 2.98 0.53
C 5.79 3.28 -0.34
N 3.51 1.39 1.90
O 3.40 0.25 2.32
O 2.74 2.30 2.17
H 7.49 2.52 -1.40
H 7.25 0.23 -0.52
H 5.41 -0.31 1.03
H 4.06 3.75 0.82
H 5.90 4.29 -0.72
C 4.40 -3.60 -4.91
C 4.36 -2.34 -4.31
C 3.15 -1.79 -3.95
C 1.98 -2.50 -4.19
C 2.01 -3.74 -4.79
C 3.22 -4.29 -5.15
N 0.69 -1.93 -3.79
O 0.69 -0.81 -3.27
O -0.30 -2.58 -3.98
H 5.35 -4.03 -5.18
H 5.28 -1.80 -4.12
H 3.12 -0.81 -3.48
H 1.09 -4.29 -4.98
H 3.26 -5.26 -5.62
C -7.33 1.51 -0.96
C -7.29 1.66 0.42
C -6.45 2.59 0.99
C -5.65 3.37 0.18
C -5.66 3.23 -1.20
C -6.51 2.29 -1.77
N -4.77 4.38 0.78
O -4.76 4.47 1.99
O -4.09 5.07 0.04
H -8.00 0.78 -1.41
H -7.93 1.05 1.04
H -6.43 2.71 2.07
H -5.03 3.83 -1.83
H -6.54 2.17 -2.85
C 3.32 2.66 7.02
C 4.26 3.53 7.55
C 5.49 3.68 6.93
C 5.76 2.97 5.77
C 4.83 2.10 5.24
C 3.60 1.94 5.86
N 7.05 3.14 5.10
O 7.85 3.90 5.60
O 7.23 2.53 4.06
H 2.35 2.54 7.50
H 4.04 4.08 8.45
H 6.22 4.36 7.35
H 5.04 1.54 4.34
H 2.86 1.27 5.45
C -8.83 -3.65 4.26
C -7.90 -3.17 3.36
C -8.32 -2.55 2.19
C -9.67 -2.41 1.95
C -10.62 -2.89 2.84
C -10.19 -3.52 4.01
N -10.12 -1.73 0.73
O -9.27 -1.33 -0.04
O -11.32 -1.60 0.57
H -8.50 -4.13 5.18
H -6.84 -3.28 3.56
H -7.59 -2.17 1.49
H -11.67 -2.79 2.65
H -10.91 -3.90 4.71
C -0.87 -8.56 -1.39
C -0.76 -7.44 -2.21
C 0.47 -7.12 -2.77
C 1.57 -7.92 -2.50
C 1.47 -9.02 -1.68
C 0.24 -9.34 -1.12
N 2.86 -7.59 -3.11
O 2.92 -6.60 -3.82
O 3.79 -8.33 -2.88
H -1.83 -8.81 -0.96
H -1.62 -6.83 -2.42
H 0.55 -6.25 -3.41
H 2.33 -9.64 -1.47
H 0.15 -10.21 -0.47
*
```

Values from the calculation:
LUMO = -4.4 eV
ΔE to the lowest compared entry with this formula, charge and spin = 0.0000 eV
frontier orbital gap = 7.02 eV
largest force on an atom = 1.56 eV/A
molar mass = 906.84 g/mol
DFT total energy = -3211.79130 hartree

---

[4]
ORCA calculation (ωB97M-V/def2-TZVPD) on a molecular structure, C29H20N8O8RuS in a non-equilibrium geometry.

The geometry in ORCA input format:
```
! RIJCOSX wB97M-V def2-TZVPD def2/J DEFGRID3
* xyz -1 2
Ru 0.34 -0.09 -0.09
O -1.44 0.25 3.62
C -0.83 0.31 2.57
N -0.88 -0.51 1.48
C -1.71 -1.61 1.40
O -2.30 -2.19 2.27
C -1.93 -1.99 -0.06
C -2.80 -3.00 -0.39
C -3.08 -3.22 -1.74
C -2.49 -2.41 -2.69
C -1.60 -1.44 -2.27
N -1.31 -1.25 -0.99
C 0.08 1.49 2.28
C 0.43 2.38 3.28
C 1.32 3.40 2.98
C 1.83 3.49 1.69
C 1.42 2.58 0.74
N 0.55 1.61 1.03
H -3.25 -3.58 0.40
H -3.76 -4.01 -2.03
H -2.70 -2.53 -3.74
H -1.08 -0.80 -2.98
H 0.01 2.23 4.26
H 1.63 4.10 3.74
H 2.54 4.26 1.42
H 1.78 2.59 -0.28
N 5.51 5.18 -4.24
C 4.82 4.04 -3.87
C 4.82 3.60 -2.55
C 4.17 2.43 -2.20
C 3.50 1.70 -3.16
C 3.50 2.12 -4.48
C 4.15 3.28 -4.84
S 2.70 0.21 -2.68
O 3.56 -0.42 -1.71
O 2.31 -0.50 -3.87
N 1.37 0.68 -1.84
C 0.39 1.39 -2.45
N 0.47 1.87 -3.71
C -0.61 2.47 -4.18
C -1.79 2.62 -3.45
C -1.76 2.12 -2.16
N -0.69 1.53 -1.65
H 5.73 5.84 -3.51
H 5.27 5.61 -5.11
H 5.35 4.18 -1.79
H 4.21 2.07 -1.18
H 2.97 1.52 -5.21
H 4.16 3.61 -5.87
H -0.53 2.85 -5.19
H -2.66 3.10 -3.87
H -2.62 2.21 -1.51
O 4.38 -6.09 -0.54
C 3.34 -5.94 -1.21
O 2.75 -6.73 -1.98
C 2.66 -4.57 -1.06
C 1.70 -4.15 -1.97
C 1.07 -2.94 -1.80
N 1.31 -2.13 -0.76
C 2.28 -2.50 0.08
C 2.97 -3.69 -0.03
C 2.60 -1.49 1.12
O 3.49 -1.61 1.94
O 1.83 -0.42 1.09
H 1.46 -4.79 -2.81
H 0.35 -2.60 -2.53
H 3.75 -3.93 0.68
*
```

Values from the calculation:
LUMO (alpha / beta) = 1.5 / 1.5 eV
ΔE to the lowest compared entry with this formula, charge and spin = 1.4257 eV
frontier orbital gap (alpha / beta) = 6.55 / 6.50 eV
largest force on an atom = 1.62 eV/A
molar mass = 741.66 g/mol
DFT total energy = -2650.36492 hartree

---

[5]
ORCA calculation (ωB97M-V/def2-TZVPD) on a single C4H15N5 molecule in a non-equilibrium geometry.

The geometry in ORCA input format:
```
! RIJCOSX wB97M-V def2-TZVPD def2/J DEFGRID3
* xyz 0 1
C -0.39 0.60 -1.28
C 1.05 -0.46 0.71
C -0.07 -0.84 -0.14
C 0.62 -1.16 2.38
N -1.40 0.21 -2.24
N 0.77 0.97 -2.02
N -0.90 1.67 -0.44
N 1.50 0.87 0.88
N -1.36 -1.22 0.33
H 1.91 -1.10 0.46
H 0.26 -1.57 -0.88
H -2.10 -0.37 -1.80
H -0.98 -0.32 -2.99
H 0.59 1.78 -2.61
H 1.54 1.21 -1.41
H -1.78 1.38 -0.01
H -1.09 2.50 -1.00
H 0.74 1.53 0.97
H 2.41 0.96 1.31
H -1.65 -0.66 1.13
H -1.40 -2.20 0.56
H 1.57 -1.20 2.90
H -0.04 -0.42 2.82
H 0.20 -2.17 2.38
*
```

Values from the calculation:
LUMO = 1.0 eV
structure (SMILES) = C[C@H](N)[C@@H](N)C(N)(N)N
ΔE to the lowest compared entry with this formula, charge and spin = 1.1872 eV
frontier orbital gap = 8.97 eV
largest force on an atom = 5.84 eV/A
molar mass = 133.20 g/mol
DFT total energy = -435.12476 hartree

---

[6]
ORCA calculation (ωB97M-V/def2-TZVPD) on a molecular structure, C24H22EuN6O4S in a non-equilibrium geometry.

The geometry in ORCA input format:
```
! RIJCOSX wB97M-V def2-TZVPD def2/J DEFGRID3
* xyz -1 7
Eu -0.33 1.50 -0.11
O -4.68 2.36 -0.79
C -3.46 2.60 -0.83
O -2.64 2.52 0.10
C -2.82 2.96 -2.13
C -3.46 3.55 -3.19
C -2.83 3.61 -4.39
C -1.56 3.07 -4.52
C -0.95 2.48 -3.41
N -1.54 2.55 -2.22
C 0.44 1.77 -3.34
O 1.00 1.47 -4.43
O 0.94 1.55 -2.17
H -4.46 3.89 -3.04
H -3.36 4.08 -5.21
H -0.97 3.07 -5.47
N 2.33 -0.32 3.53
C 3.66 0.18 3.40
C 4.74 -0.68 3.83
C 6.04 -0.16 3.88
C 6.32 1.15 3.52
C 5.28 1.97 3.08
C 3.96 1.53 3.02
S 2.61 2.45 2.34
N 1.57 1.18 1.88
C 1.34 0.14 2.67
C 0.17 -0.69 2.63
C -0.05 -1.78 3.48
C -1.30 -2.41 3.50
C -2.34 -1.99 2.71
C -2.04 -0.89 1.90
N -0.85 -0.33 1.81
H 2.28 -1.23 3.85
H 4.58 -1.64 4.22
H 6.85 -0.89 3.99
H 7.32 1.45 3.45
H 5.60 2.87 2.59
H 0.69 -2.03 4.20
H -1.39 -3.18 4.23
H -3.34 -2.39 2.77
H -2.93 -0.51 1.42
N -3.65 0.05 -2.05
C -2.51 -0.33 -1.82
H -4.23 0.55 -1.46
C 0.33 -2.30 -0.98
C -0.82 -2.14 -1.87
C -1.90 -3.23 -1.56
C -0.48 -2.25 -3.34
N -1.39 -0.77 -1.78
H 0.77 -3.28 -1.17
H -0.04 -2.36 0.05
H 1.04 -1.48 -1.11
H -1.40 -4.22 -1.51
H -2.68 -3.35 -2.36
H -2.37 -3.03 -0.60
H -0.11 -3.21 -3.59
H 0.33 -1.53 -3.56
H -1.28 -1.95 -4.04
*
```

Values from the calculation:
LUMO (alpha / beta) = 2.6 / 2.5 eV
frontier orbital gap (alpha / beta) = 5.39 / 5.11 eV
largest force on an atom = 3.56 eV/A
molar mass = 642.51 g/mol
DFT total energy = -2665.84770 hartree

---

[7]
ORCA calculation (ωB97M-V/def2-TZVPD) on a molecular structure, C24H71CrO23 in a non-equilibrium geometry.

The geometry in ORCA input format:
```
! RIJCOSX wB97M-V def2-TZVPD def2/J DEFGRID3
* xyz 0 6
Cr -17.44 -6.15 6.94
C -18.48 -2.53 4.10
C -18.06 -4.00 4.10
O -18.12 -4.62 5.37
H -18.36 -1.99 3.16
H -17.82 -1.97 4.76
H -19.48 -2.36 4.50
H -17.03 -4.10 3.77
H -18.68 -4.55 3.39
C -12.87 -1.16 4.76
C -13.67 -2.13 3.93
O -15.05 -1.84 3.95
O -12.87 -1.55 6.09
H -13.28 -0.15 4.73
H -11.80 -1.08 4.56
H -13.37 -3.15 4.14
H -13.38 -1.99 2.88
H -15.34 -2.10 4.82
H -13.63 -1.25 6.59
C -14.20 -6.28 1.11
C -14.09 -4.93 1.84
O -12.82 -4.36 1.70
O -13.42 -7.26 1.79
H -13.89 -6.13 0.08
H -15.25 -6.56 1.10
H -14.39 -5.01 2.88
H -14.80 -4.23 1.42
H -12.88 -3.84 0.90
H -13.75 -8.13 1.56
C -20.49 -3.42 1.12
C -19.42 -4.22 0.41
O -19.54 -5.62 0.63
O -21.66 -3.33 0.32
H -20.06 -2.43 1.22
H -20.58 -3.79 2.14
H -18.46 -3.99 0.86
H -19.36 -4.03 -0.66
H -20.27 -5.91 0.06
H -22.38 -3.06 0.89
C -16.74 -3.46 8.72
C -16.36 -2.35 7.72
O -15.76 -2.89 6.59
O -17.78 -4.24 8.26
H -16.95 -2.99 9.67
H -15.85 -4.09 8.78
H -15.80 -1.54 8.19
H -17.25 -1.85 7.35
H -16.57 -3.10 6.13
H -18.65 -3.84 8.39
C -22.26 -2.98 9.27
C -21.82 -3.43 7.86
O -20.45 -3.19 7.60
O -23.57 -3.43 9.65
H -22.07 -1.92 9.45
H -21.73 -3.44 10.10
H -22.40 -2.83 7.16
H -22.21 -4.44 7.71
H -20.30 -3.35 6.67
H -23.56 -3.63 10.59
C -15.54 -0.44 -0.06
C -16.59 -1.44 0.54
O -17.66 -1.68 -0.35
O -15.02 -0.74 -1.31
H -14.73 -0.40 0.67
H -16.03 0.54 -0.14
H -16.85 -0.98 1.49
H -16.14 -2.42 0.71
H -17.40 -2.03 -1.20
H -15.64 -0.41 -1.97
C -16.26 0.88 4.89
C -16.44 2.41 5.17
O -17.73 2.93 5.01
O -15.83 0.72 3.50
H -17.19 0.36 5.11
H -15.57 0.45 5.62
H -15.73 3.03 4.62
H -16.21 2.58 6.22
H -17.75 3.89 5.04
H -15.52 -0.18 3.37
C -20.27 -6.66 8.41
C -21.13 -7.93 8.25
O -22.14 -7.75 7.22
O -19.63 -6.40 7.14
H -19.52 -6.96 9.14
H -20.98 -5.88 8.69
H -21.60 -8.23 9.18
H -20.49 -8.79 8.01
H -22.49 -8.56 6.85
H -20.35 -6.25 6.52
C -18.94 -8.85 2.21
C -18.85 -9.90 3.25
O -19.96 -9.88 4.13
O -18.84 -7.54 2.84
H -19.87 -8.82 1.65
H -18.08 -9.01 1.56
H -17.89 -9.71 3.72
H -18.87 -10.84 2.71
H -19.91 -9.06 4.63
H -18.98 -6.85 2.18
C -21.70 -5.70 4.42
C -23.22 -5.92 4.68
O -24.01 -4.74 4.26
O -21.25 -4.53 5.05
H -21.56 -5.66 3.34
H -21.09 -6.52 4.80
H -23.37 -5.97 5.76
H -23.75 -6.75 4.22
H -24.74 -4.65 4.88
H -20.29 -4.49 5.11
C -22.80 -1.20 3.88
C -23.80 -1.48 2.76
O -23.69 -2.82 2.31
O -23.16 -1.94 5.04
H -22.80 -0.13 4.07
H -21.84 -1.53 3.49
H -23.58 -0.95 1.83
H -24.79 -1.31 3.17
H -23.55 -3.31 3.13
H -23.26 -2.88 4.87
*
```

Values from the calculation:
LUMO (alpha / beta) = -0.4 / -0.2 eV
frontier orbital gap (alpha / beta) = 6.39 / 8.00 eV
largest force on an atom = 2.49 eV/A
molar mass = 779.81 g/mol
DFT total energy = -3731.69498 hartree

---

[8]
ORCA calculation (ωB97M-V/def2-TZVPD) on a molecular structure, C14H5F3N3PdS3.

The geometry in ORCA input format:
```
! RIJCOSX wB97M-V def2-TZVPD def2/J DEFGRID3
* xyz 1 1
Pd 0.22 -0.55 -0.20
F -0.31 -5.03 -4.21
C 0.62 -4.14 -3.84
F 1.29 -4.64 -2.80
F 1.47 -4.00 -4.87
C -0.03 -2.81 -3.52
C -0.84 -2.21 -4.48
C -1.44 -0.99 -4.23
C -1.22 -0.39 -3.01
N -0.45 -0.96 -2.10
C 0.15 -2.15 -2.32
S 1.07 -2.55 -0.87
H -0.99 -2.72 -5.43
H -2.07 -0.52 -4.97
H -1.67 0.57 -2.76
S 1.20 -0.55 1.84
C 0.70 0.88 2.55
C 1.15 1.19 3.86
C 0.75 2.35 4.47
C 1.21 2.66 5.79
N 1.57 2.90 6.85
C -0.12 3.27 3.78
C -0.57 3.00 2.52
C -0.18 1.80 1.86
S -0.73 1.48 0.32
C -0.52 4.48 4.43
N -0.84 5.45 4.95
H 1.80 0.50 4.38
H -1.22 3.69 2.01
*
```

Values from the calculation:
LUMO (alpha / beta) = -7.8 / -7.8 eV
ΔE to the lowest compared entry with this formula, charge and spin = 0.0304 eV
frontier orbital gap (alpha / beta) = 4.58 / 4.57 eV
largest force on an atom = 0.89 eV/A
molar mass = 474.83 g/mol
DFT total energy = -2322.56159 hartree

---

> The highest largest force on an atom belongs to which entry?

C4H15N5

---

> Number 7 is which compound?

C24H71CrO23

---

> Among the records above, which one has the lowest DFT total energy?

C24H71CrO23